## A
Entry from the Open Molecules 2025 dataset: a cluster of 2 separate species, C2H6NO in total (wB97M-V/def2-TZVPD).

Cartesian coordinates (Å):
1 C -0.71 -0.91 -0.50
2 C 1.31 0.92 0.32
3 N -0.66 -0.15 0.75
4 O -1.70 0.61 0.77
5 H -0.88 -0.32 -1.31
6 H 0.11 -1.68 -0.67
7 H -1.72 -1.44 -0.40
8 H 1.02 1.57 -0.46
9 H 1.24 1.26 1.40
10 H 1.99 0.15 0.10

As for the molecular weight: 60.08 g/mol. For the HOMO-LUMO gap (spin up / spin down), the calculation gives 6.22 / 6.46 eV. The charge is -1.

natural (NBO) analysis output, partial charges in e: number 1, C, carries -0.470; number 2, C, carries -0.802; number 3, N, carries -0.067; number 4, O, carries -0.637; number 5, H, carries 0.164; number 6, H, carries 0.162; number 7, H, carries 0.159; number 8, H, carries 0.158; number 9, H, carries 0.182; number 10, H, carries 0.151

## B
Entry from the Open Molecules 2025 dataset: the ion C2H6NO with charge -1 (wB97M-V/def2-TZVPD).

Cartesian coordinates (Å):
1 C 1.15 -0.37 1.15
2 N 0.58 -0.61 -0.20
3 C -0.35 0.55 -0.52
4 O -1.62 0.40 -0.62
5 H 1.00 0.69 1.51
6 H 0.68 -1.04 1.96
7 H 2.29 -0.64 1.02
8 H 0.06 -1.38 -0.30
9 H -0.05 1.51 0.06
10 H 0.14 0.92 -1.70

As for the molecular weight: 60.08 g/mol. For the HOMO-LUMO gap, the calculation gives 6.52 eV. Its structure (SMILES) is CNC[O-]. The charge is -1.

natural (NBO) analysis output, partial charges in e: number 1, C, carries -0.429; number 2, N, carries -0.707; number 3, C, carries 0.208; number 4, O, carries -0.894; number 5, H, carries 0.193; number 6, H, carries 0.155; number 7, H, carries 0.163; number 8, H, carries 0.347; number 9, H, carries 0.050; number 10, H, carries -0.086

Decreasing stability: B, A

## A
Entry from the Open Molecules 2025 dataset: a structure of composition C4H4ClF (wB97M-V/def2-TZVPD).

Cartesian coordinates (Å):
1 C 0.94 0.28 -0.72
2 C 0.40 -0.93 -0.53
3 C 0.12 0.89 0.40
4 C -0.31 -0.53 0.64
5 F -0.92 1.70 0.05
6 Cl -2.48 -0.75 -0.22
7 H 1.61 0.80 -1.42
8 H 0.54 -1.92 -1.09
9 H 0.72 1.54 1.28
10 H -0.61 -1.08 1.62

As for the molecular weight: 106.53 g/mol. For the HOMO-LUMO gap, the calculation gives 8.90 eV.

natural (NBO) analysis output, partial charges in e: number 1, C, carries -0.138; number 2, C, carries -0.196; number 3, C, carries 0.128; number 4, C, carries -0.002; number 5, F, carries -0.330; number 6, Cl, carries -0.389; number 7, H, carries 0.232; number 8, H, carries 0.249; number 9, H, carries 0.172; number 10, H, carries 0.273

## B
Entry from the Open Molecules 2025 dataset: the molecule C4H4ClF (wB97M-V/def2-TZVPD).

Cartesian coordinates (Å):
1 C -0.10 -1.22 0.96
2 C -0.02 0.12 0.94
3 Cl 0.50 0.91 2.39
4 C -0.16 0.95 -0.28
5 C 0.08 0.34 -1.45
6 F 0.21 1.07 -2.63
7 H 0.21 -1.96 1.72
8 H -0.67 -1.56 0.09
9 H -0.27 2.03 -0.18
10 H 0.22 -0.67 -1.55

As for the molecular weight: 106.53 g/mol. For the HOMO-LUMO gap, the calculation gives 9.55 eV. Its structure (SMILES) is C=C(Cl)/C=C/F.

natural (NBO) analysis output, partial charges in e: number 1, C, carries -0.423; number 2, C, carries -0.041; number 3, Cl, carries 0.002; number 4, C, carries -0.334; number 5, C, carries 0.287; number 6, F, carries -0.339; number 7, H, carries 0.233; number 8, H, carries 0.197; number 9, H, carries 0.246; number 10, H, carries 0.173

Decreasing stability: B, A

## A
Entry from the Open Molecules 2025 dataset: the molecule C2H5NS2 (wB97M-V/def2-TZVPD).

Cartesian coordinates (Å):
1 C -0.89 -1.00 0.38
2 S -1.15 -0.21 -1.22
3 N -0.05 0.97 -0.57
4 C 1.31 0.77 -0.22
5 S 1.95 -0.69 -0.85
6 H -1.45 -0.06 0.91
7 H 0.34 -1.18 0.50
8 H -1.51 -1.84 0.56
9 H -0.27 1.82 -0.20
10 H 1.73 1.42 0.72

As for the molecular weight: 107.20 g/mol. For the HOMO-LUMO gap, the calculation gives 8.44 eV. Its structure (SMILES) is CSNC=S.

natural (NBO) analysis output, partial charges in e: number 1, C, carries -0.788; number 2, S, carries 0.442; number 3, N, carries -0.749; number 4, C, carries -0.086; number 5, S, carries -0.140; number 6, H, carries 0.220; number 7, H, carries 0.256; number 8, H, carries 0.220; number 9, H, carries 0.387; number 10, H, carries 0.237

## B
Entry from the Open Molecules 2025 dataset: the molecule C2H5NS2 (wB97M-V/def2-TZVPD).

Cartesian coordinates (Å):
1 N 2.07 0.86 0.89
2 C 0.90 1.15 0.12
3 C -0.16 0.07 -0.05
4 S -0.68 -0.77 1.22
5 S -0.87 -0.36 -1.60
6 H 2.66 0.16 0.40
7 H 1.89 0.52 1.81
8 H 1.12 1.60 -0.88
9 H 0.36 2.01 0.61
10 H -0.15 0.48 -2.41

As for the molecular weight: 107.20 g/mol. For the HOMO-LUMO gap, the calculation gives 8.62 eV. Its structure (SMILES) is NCC(=S)S.

natural (NBO) analysis output, partial charges in e: number 1, N, carries -0.810; number 2, C, carries -0.300; number 3, C, carries -0.304; number 4, S, carries 0.014; number 5, S, carries 0.126; number 6, H, carries 0.359; number 7, H, carries 0.377; number 8, H, carries 0.197; number 9, H, carries 0.226; number 10, H, carries 0.115

Decreasing stability: B, A

## A
Entry from the Open Molecules 2025 dataset: the molecule C2H5NS2 (wB97M-V/def2-TZVPD).

Cartesian coordinates (Å):
1 C -0.43 0.19 -0.53
2 C -0.08 -0.99 0.33
3 N -0.19 2.80 -0.09
4 S 0.72 1.57 -0.01
5 S -2.20 0.60 -0.61
6 H -0.16 -0.07 -1.59
7 H -0.49 -1.94 0.52
8 H -0.18 -0.55 1.33
9 H 1.00 -1.02 0.29
10 H 0.13 3.76 0.01

As for the molecular weight: 107.20 g/mol. For the HOMO-LUMO gap (spin up / spin down), the calculation gives 5.96 / 9.18 eV.

natural (NBO) analysis output, partial charges in e: number 1, C, carries -0.565; number 2, C, carries -0.651; number 3, N, carries -0.913; number 4, S, carries 0.657; number 5, S, carries 0.163; number 6, H, carries 0.252; number 7, H, carries 0.248; number 8, H, carries 0.212; number 9, H, carries 0.212; number 10, H, carries 0.385

## B
Entry from the Open Molecules 2025 dataset: the molecule C2H5NS2 (wB97M-V/def2-TZVPD).

Cartesian coordinates (Å):
1 C 0.90 -0.60 0.54
2 N 0.00 0.27 -0.22
3 S 0.30 1.96 -0.28
4 C -1.08 -0.24 -0.87
5 S -1.52 -1.81 -0.87
6 H 0.39 -0.97 1.46
7 H 1.20 -1.43 -0.08
8 H 1.76 -0.01 0.85
9 H -0.33 2.29 0.86
10 H -1.64 0.54 -1.39

As for the molecular weight: 107.20 g/mol. For the HOMO-LUMO gap, the calculation gives 9.09 eV. Its structure (SMILES) is CN(S)C=S.

natural (NBO) analysis output, partial charges in e: number 1, C, carries -0.425; number 2, N, carries -0.543; number 3, S, carries 0.205; number 4, C, carries -0.078; number 5, S, carries -0.122; number 6, H, carries 0.213; number 7, H, carries 0.226; number 8, H, carries 0.215; number 9, H, carries 0.103; number 10, H, carries 0.205

Decreasing stability: B, A

## A
Entry from the Open Molecules 2025 dataset: the molecule CH3N2OP (wB97M-V/def2-TZVPD).

Cartesian coordinates (Å):
1 C 0.19 -0.75 0.51
2 N -1.12 0.04 -0.10
3 N 1.48 0.21 0.33
4 O 0.22 2.40 -0.98
5 P 0.32 1.09 -0.36
6 H 0.01 -0.93 1.57
7 H 0.35 -1.67 -0.03
8 H -1.45 -0.40 -0.95

As for the molecular weight: 90.02 g/mol. For the HOMO-LUMO gap (spin up / spin down), the calculation gives 10.56 / 10.56 eV.

natural (NBO) analysis output, partial charges in e: number 1, C, carries -0.161; number 2, N, carries -0.880; number 3, N, carries -0.845; number 4, O, carries -0.975; number 5, P, carries 2.071; number 6, H, carries 0.203; number 7, H, carries 0.193; number 8, H, carries 0.394

## B
Entry from the Open Molecules 2025 dataset: the molecule CH3N2OP (wB97M-V/def2-TZVPD).

Cartesian coordinates (Å):
1 C 0.13 -0.07 0.41
2 N -0.84 -0.37 -0.44
3 N -2.63 1.73 -0.37
4 O -2.91 -0.58 1.41
5 P -2.60 0.44 0.37
6 H 0.05 -0.46 1.49
7 H 1.05 0.25 -0.11
8 H -0.57 -0.03 -1.35

As for the molecular weight: 90.02 g/mol. For the HOMO-LUMO gap (spin up / spin down), the calculation gives 8.80 / 8.80 eV.

natural (NBO) analysis output, partial charges in e: number 1, C, carries 0.006; number 2, N, carries -0.650; number 3, N, carries -1.089; number 4, O, carries -0.996; number 5, P, carries 1.916; number 6, H, carries 0.229; number 7, H, carries 0.194; number 8, H, carries 0.390

Decreasing stability: A, B

## A
Entry from the Open Molecules 2025 dataset: a cluster of 11 separate species, C11H44O11 in total (wB97M-V/def2-TZVPD).

Cartesian coordinates (Å):
1 C 2.99 0.43 0.57
2 O 1.78 1.19 0.68
3 H 3.51 0.38 1.50
4 H 2.89 -0.59 0.15
5 H 3.71 0.96 -0.09
6 H 1.02 0.79 0.15
7 C -2.00 -4.00 0.86
8 O -3.03 -4.08 1.83
9 H -2.16 -3.18 0.21
10 H -0.99 -3.97 1.31
11 H -2.09 -4.99 0.33
12 H -3.01 -3.35 2.44
13 C 2.00 4.42 -1.20
14 O 1.07 3.78 -0.40
15 H 1.59 5.39 -1.62
16 H 2.97 4.65 -0.75
17 H 2.26 3.87 -2.12
18 H 1.44 3.01 -0.01
19 C -0.94 -0.66 -0.33
20 O -0.11 0.40 -0.87
21 H -1.58 -1.10 -1.09
22 H -0.33 -1.45 0.14
23 H -1.69 -0.16 0.33
24 H -0.69 1.14 -1.13
25 C -0.70 -0.77 -4.86
26 O -0.21 0.32 -4.01
27 H -0.02 -1.58 -4.95
28 H -1.68 -1.19 -4.52
29 H -0.95 -0.34 -5.80
30 H 0.28 -0.15 -3.30
31 C 3.09 0.48 -3.03
32 O 2.22 -0.64 -2.81
33 H 2.42 1.31 -3.32
34 H 3.57 0.74 -2.08
35 H 3.77 0.28 -3.80
36 H 2.53 -1.25 -2.13
37 C 0.15 -1.16 3.72
38 O -0.41 -0.24 4.58
39 H -0.37 -2.12 3.83
40 H 0.12 -0.81 2.68
41 H 1.25 -1.33 3.80
42 H -0.09 0.63 4.29
43 C 2.49 -3.90 -1.09
44 O 3.00 -2.74 -0.48
45 H 2.72 -3.73 -2.13
46 H 2.93 -4.76 -0.64
47 H 1.39 -3.83 -1.02
48 H 2.82 -2.79 0.48
49 C -3.78 -1.21 4.48
50 O -3.70 -1.59 3.11
51 H -4.58 -1.80 4.98
52 H -2.76 -1.34 4.89
53 H -3.94 -0.15 4.60
54 H -4.51 -1.36 2.68
55 C -0.87 2.99 2.65
56 O 0.33 2.28 3.02
57 H -0.83 4.10 2.78
58 H -1.25 2.72 1.65
59 H -1.68 2.62 3.35
60 H 0.91 2.06 2.24
61 C -2.19 3.23 -2.34
62 O -1.86 1.84 -2.22
63 H -2.49 3.58 -1.36
64 H -1.35 3.79 -2.71
65 H -3.01 3.43 -3.07
66 H -1.33 1.52 -3.05

As for the molecular weight: 352.46 g/mol. For the HOMO-LUMO gap, the calculation gives 10.19 eV. Its structure (SMILES) is CO.CO.CO.CO.CO.CO.CO.CO.CO.CO.CO.

natural (NBO) analysis output, partial charges in e: number 1, C, carries -0.253; number 2, O, carries -0.825; number 3, H, carries 0.178; number 4, H, carries 0.185; number 5, H, carries 0.158; number 6, H, carries 0.516; number 7, C, carries -0.242; number 8, O, carries -0.746; number 9, H, carries 0.158; number 10, H, carries 0.151; number 11, H, carries 0.179; number 12, H, carries 0.491; number 13, C, carries -0.243; number 14, O, carries -0.738; number 15, H, carries 0.173; number 16, H, carries 0.159; number 17, H, carries 0.146; number 18, H, carries 0.493; number 19, C, carries -0.270; number 20, O, carries -0.777; number 21, H, carries 0.177; number 22, H, carries 0.187; number 23, H, carries 0.189; number 24, H, carries 0.521; number 25, C, carries -0.254; number 26, O, carries -0.769; number 27, H, carries 0.181; number 28, H, carries 0.163; number 29, H, carries 0.182; number 30, H, carries 0.512; number 31, C, carries -0.243; number 32, O, carries -0.773; number 33, H, carries 0.186; number 34, H, carries 0.172; number 35, H, carries 0.170; number 36, H, carries 0.491; number 37, C, carries -0.241; number 38, O, carries -0.738; number 39, H, carries 0.172; number 40, H, carries 0.156; number 41, H, carries 0.145; number 42, H, carries 0.498; number 43, C, carries -0.249; number 44, O, carries -0.748; number 45, H, carries 0.188; number 46, H, carries 0.179; number 47, H, carries 0.167; number 48, H, carries 0.472; number 49, C, carries -0.260; number 50, O, carries -0.747; number 51, H, carries 0.167; number 52, H, carries 0.208; number 53, H, carries 0.170; number 54, H, carries 0.471; number 55, C, carries -0.253; number 56, O, carries -0.784; number 57, H, carries 0.176; number 58, H, carries 0.172; number 59, H, carries 0.172; number 60, H, carries 0.510; number 61, C, carries -0.242; number 62, O, carries -0.788; number 63, H, carries 0.185; number 64, H, carries 0.174; number 65, H, carries 0.162; number 66, H, carries 0.520

## B
Entry from the Open Molecules 2025 dataset: a cluster of 11 separate species, C11H44O11 in total (wB97M-V/def2-TZVPD).

Cartesian coordinates (Å):
1 C 0.64 -6.61 -3.44
2 O 1.29 -7.08 -4.61
3 H 0.44 -5.54 -3.54
4 H -0.30 -7.14 -3.31
5 H 1.29 -6.84 -2.60
6 H 1.00 -7.99 -4.55
7 C -5.12 2.87 2.29
8 O -5.10 4.10 2.97
9 H -4.72 2.16 3.01
10 H -6.12 2.50 2.06
11 H -4.46 2.93 1.43
12 H -5.49 4.76 2.40
13 C 5.48 -3.16 -1.64
14 O 5.76 -3.64 -0.32
15 H 6.03 -2.38 -2.17
16 H 5.51 -4.05 -2.26
17 H 4.47 -2.74 -1.56
18 H 6.66 -3.95 -0.36
19 C 0.66 5.83 -1.60
20 O 1.04 5.72 -2.92
21 H -0.27 6.39 -1.53
22 H 0.36 4.82 -1.33
23 H 1.52 6.20 -1.04
24 H 1.27 6.62 -3.16
25 C -0.21 -0.53 -0.31
26 O -1.60 -0.34 -0.61
27 H -0.08 -0.34 0.76
28 H -0.06 -1.58 -0.55
29 H 0.50 0.18 -0.73
30 H -1.67 0.56 -0.96
31 C 4.79 2.31 -4.01
32 O 6.12 2.13 -4.41
33 H 4.57 3.36 -3.85
34 H 4.13 1.83 -4.73
35 H 4.49 1.86 -3.06
36 H 6.41 2.97 -4.77
37 C 0.10 4.22 4.27
38 O -0.75 5.27 3.83
39 H 1.11 4.62 4.43
40 H -0.33 3.82 5.19
41 H 0.12 3.44 3.51
42 H -1.67 4.99 3.80
43 C -2.13 2.12 -5.85
44 O -2.53 2.99 -4.75
45 H -2.88 1.94 -6.63
46 H -1.29 2.58 -6.36
47 H -1.84 1.11 -5.55
48 H -1.89 3.70 -4.67
49 C -5.43 -3.57 -0.11
50 O -4.05 -3.79 -0.05
51 H -5.61 -2.52 -0.34
52 H -5.95 -4.06 -0.93
53 H -5.97 -3.68 0.83
54 H -3.58 -2.95 -0.18
55 C -2.43 -3.08 4.76
56 O -1.65 -2.48 5.83
57 H -2.17 -2.63 3.80
58 H -1.94 -4.04 4.59
59 H -3.50 -3.04 4.94
60 H -0.75 -2.44 5.50
61 C 3.05 -1.49 6.25
62 O 2.32 -1.65 5.10
63 H 2.48 -0.79 6.86
64 H 3.26 -2.39 6.82
65 H 3.94 -0.99 5.84
66 H 2.71 -1.38 4.27

As for the molecular weight: 352.46 g/mol. For the HOMO-LUMO gap, the calculation gives 9.87 eV. Its structure (SMILES) is CO.CO.CO.CO.CO.CO.CO.CO.CO.CO.CO.

natural (NBO) analysis output, partial charges in e: number 1, C, carries -0.251; number 2, O, carries -0.710; number 3, H, carries 0.179; number 4, H, carries 0.160; number 5, H, carries 0.163; number 6, H, carries 0.458; number 7, C, carries -0.249; number 8, O, carries -0.719; number 9, H, carries 0.182; number 10, H, carries 0.164; number 11, H, carries 0.162; number 12, H, carries 0.462; number 13, C, carries -0.264; number 14, O, carries -0.712; number 15, H, carries 0.172; number 16, H, carries 0.165; number 17, H, carries 0.179; number 18, H, carries 0.460; number 19, C, carries -0.247; number 20, O, carries -0.714; number 21, H, carries 0.162; number 22, H, carries 0.175; number 23, H, carries 0.167; number 24, H, carries 0.458; number 25, C, carries -0.259; number 26, O, carries -0.730; number 27, H, carries 0.163; number 28, H, carries 0.187; number 29, H, carries 0.172; number 30, H, carries 0.468; number 31, C, carries -0.250; number 32, O, carries -0.717; number 33, H, carries 0.166; number 34, H, carries 0.162; number 35, H, carries 0.169; number 36, H, carries 0.468; number 37, C, carries -0.241; number 38, O, carries -0.737; number 39, H, carries 0.182; number 40, H, carries 0.167; number 41, H, carries 0.157; number 42, H, carries 0.471; number 43, C, carries -0.252; number 44, O, carries -0.734; number 45, H, carries 0.174; number 46, H, carries 0.168; number 47, H, carries 0.170; number 48, H, carries 0.473; number 49, C, carries -0.248; number 50, O, carries -0.726; number 51, H, carries 0.160; number 52, H, carries 0.169; number 53, H, carries 0.166; number 54, H, carries 0.479; number 55, C, carries -0.258; number 56, O, carries -0.733; number 57, H, carries 0.161; number 58, H, carries 0.169; number 59, H, carries 0.192; number 60, H, carries 0.468; number 61, C, carries -0.232; number 62, O, carries -0.749; number 63, H, carries 0.168; number 64, H, carries 0.171; number 65, H, carries 0.166; number 66, H, carries 0.478

Decreasing stability: A, B